1.
{
  "formula": "C24H30Cl2N4O2",
  "method": "the ωB97M-V functional and the def2-TZVPD basis",
  "elements": ["C", "C", "C", "C", "C", "H", "C", "H", "H", "H", "O", "H", "H", "H", "H", "H", "C", "O", "H", "C", "C", "H", "H", "N", "H", "H", "H", "C", "N", "H", "C", "C", "H", "H", "H", "H", "Cl", "C", "N", "N", "C", "C", "H", "C", "H", "H", "C", "C", "Cl", "H", "C", "C", "C", "H", "H", "H", "H", "H", "C", "C", "C", "H"],
  "coordinates": [[0.014, -2.858, -0.495], [-3.960, -0.015, 0.842], [4.662, -1.960, -0.603], [0.430, -0.813, 0.741], [-2.238, -3.869, 0.093], [-3.338, -0.408, 1.631], [-4.107, -2.314, -0.177], [0.499, 1.065, 1.779], [3.426, -2.061, -2.341], [4.912, -3.009, -0.613], [-4.895, -3.178, -0.510], [-2.369, -4.257, -0.926], [-5.723, -1.020, -1.855], [1.947, 4.131, 0.413], [5.308, 0.872, 1.151], [-6.293, 1.396, -1.884], [-5.319, -0.347, -1.114], [4.492, 3.066, -0.211], [0.180, 3.371, -1.969], [-5.637, 0.999, -1.124], [3.825, -1.422, -1.567], [1.489, -0.731, 0.438], [0.381, -1.410, 1.653], [-0.360, -1.461, -0.292], [-0.112, 4.709, -0.856], [-0.206, 3.050, 1.038], [2.867, 0.344, -2.308], [-4.466, -0.857, -0.142], [2.382, 2.452, -0.763], [-1.930, 0.647, -0.924], [3.501, -0.077, -1.542], [1.797, 3.768, -0.612], [-2.762, -4.552, 0.769], [-1.149, 0.499, 1.411], [-0.652, -3.442, 1.476], [0.712, -0.579, -1.891], [6.248, -1.792, 1.570], [-0.317, -0.665, -1.506], [-2.835, -2.554, 0.199], [-0.081, 1.377, -0.193], [3.677, 2.206, -0.482], [-4.291, 1.329, 0.822], [-1.536, 2.915, -0.120], [-5.119, 1.849, -0.161], [-0.821, 1.327, -2.138], [-5.360, 2.900, -0.162], [4.022, 0.747, -0.550], [0.309, 3.706, -0.939], [-3.646, 2.379, 2.042], [2.314, 4.462, -1.282], [5.191, -1.129, 0.373], [-0.453, 2.775, 0.010], [-0.123, 0.582, 1.022], [1.691, 1.703, -0.721], [1.097, -2.998, -0.356], [-2.146, -1.802, 0.202], [-0.227, -3.133, -1.525], [-0.936, -1.147, -2.265], [-0.757, -3.790, 0.448], [4.885, 0.220, 0.402], [-0.871, 0.729, -1.225], [-0.325, -4.789, 0.384]],
  "homo_lumo_gap_ev": 9.607,
  "energy_ha": -2222.4918,
  "e_homo_ev": -9.143,
  "total_charge": 0,
  "smiles": "O=C(NCCCN1CCN(CCCNC(=O)c2cccc(Cl)c2)CC1)c1cccc(Cl)c1"
}



2.
{
  "formula": "C17H16ClNO3S",
  "method": "the ωB97M-V functional and the def2-TZVPD basis",
  "elements": ["C", "H", "C", "O", "H", "C", "H", "H", "H", "C", "H", "H", "H", "Cl", "C", "C", "H", "C", "H", "H", "C", "C", "C", "O", "C", "C", "N", "S", "C", "C", "C", "H", "O", "H", "C", "H", "H", "H", "C"],
  "coordinates": [[0.011, -1.589, -0.418], [-1.630, -0.066, -3.180], [2.195, -3.255, -0.325], [-2.184, -0.920, -1.657], [1.431, -3.904, 1.569], [-0.790, 1.996, -1.750], [2.608, -0.827, 2.732], [-1.879, 1.222, 2.876], [-1.547, 3.312, -4.459], [0.907, -1.586, -1.468], [2.720, -2.430, -2.231], [-0.517, 3.006, -1.435], [1.144, -1.200, 4.690], [2.202, 0.657, 0.363], [-1.226, 0.710, -3.825], [-0.650, 3.048, -3.895], [3.056, -3.906, -0.287], [1.160, 0.371, 1.716], [-1.095, -0.160, 4.768], [-0.351, 3.903, -3.294], [0.182, -2.417, 0.673], [0.796, -0.596, 3.866], [-0.524, 1.823, 0.596], [-0.490, 3.035, 0.726], [-0.106, 0.940, 1.730], [-0.903, 0.764, 2.854], [-0.909, 1.894, -3.065], [-1.435, -0.522, -0.484], [-0.871, 1.169, -0.662], [1.620, -0.397, 2.772], [-0.460, -0.013, 3.908], [-0.332, 0.341, -4.337], [-2.135, -0.628, 0.767], [0.742, -0.928, -2.306], [2.007, -2.426, -1.420], [-0.548, -2.384, 1.467], [-1.972, 0.959, -4.581], [0.147, 2.821, -4.607], [1.284, -3.255, 0.719]],
  "homo_lumo_gap_ev": 9.141,
  "energy_ha": -1796.2167,
  "e_homo_ev": -8.782,
  "total_charge": 0,
  "smiles": "CN(C)/C=C(/C(=O)c1ccccc1Cl)S(=O)(=O)c1ccccc1",
  "de_lowest_kcal_mol": 42.08
}



3.
{
  "formula": "C3H10N4O",
  "method": "the ωB97M-V functional and the def2-TZVPD basis",
  "elements": ["H", "N", "C", "H", "H", "H", "H", "H", "H", "H", "N", "C", "N", "C", "H", "O", "N", "H"],
  "coordinates": [[-1.267, 2.469, 0.260], [-1.993, -0.267, 0.434], [-0.534, 2.082, -0.450], [1.035, -2.436, -1.207], [-2.515, -0.162, 1.296], [-0.644, -2.505, -0.634], [-2.371, 0.382, -0.253], [-1.049, 1.934, -1.404], [0.273, 2.795, -0.596], [0.180, -2.033, 1.576], [1.270, 0.428, -0.393], [0.703, -1.760, 0.671], [0.352, -2.425, -0.464], [0.069, 0.784, 0.030], [1.755, -1.567, 0.805], [2.319, 1.272, 0.123], [-0.617, -0.126, 0.714], [3.036, 1.135, -0.506]],
  "homo_lumo_gap_ev": [7.880, 7.879],
  "energy_ha": -414.3735,
  "e_homo_ev": [-6.933, -6.933],
  "total_charge": 0,
  "de_lowest_kcal_mol": 150.44
}



4.
{
  "formula": "C5H13N3",
  "method": "the ωB97M-V functional and the def2-TZVPD basis",
  "elements": ["N", "N", "H", "H", "H", "H", "C", "H", "H", "H", "C", "H", "H", "C", "C", "N", "C", "H", "H", "H", "H"],
  "coordinates": [[-2.078, 0.014, 1.139], [0.827, -0.186, 1.100], [2.780, -1.096, 1.556], [-2.960, 0.396, 1.352], [-1.878, 0.530, -2.145], [1.024, 0.922, -1.796], [-1.815, -0.206, -1.342], [-2.833, -0.471, -1.289], [-1.201, -1.070, -1.725], [-1.461, 1.509, -0.351], [-1.295, 0.479, -0.087], [-1.487, 0.315, 1.867], [-2.295, -0.959, 1.108], [2.291, -0.208, 0.934], [0.262, 0.199, 0.005], [1.061, 0.345, -1.018], [2.367, -0.168, -0.661], [2.649, 0.689, 1.395], [0.411, -0.216, 2.032], [2.446, -1.250, -0.938], [3.184, 0.433, -1.136]],
  "homo_lumo_gap_ev": 10.800,
  "energy_ha": -361.9149,
  "e_homo_ev": -18.440,
  "total_charge": 2,
  "smiles": "C[C@@H]([NH3+])C1=[NH+]CCN1",
  "de_lowest_kcal_mol": 4.58
}



5.
{
  "formula": "C20H35B2BeF8NO5",
  "method": "the ωB97M-V functional and the def2-TZVPD basis",
  "elements": ["H", "H", "F", "H", "F", "C", "C", "H", "C", "H", "C", "H", "C", "B", "H", "C", "O", "H", "H", "Be", "F", "C", "C", "F", "B", "H", "C", "H", "H", "C", "H", "O", "C", "O", "H", "H", "H", "C", "N", "H", "H", "H", "H", "H", "C", "H", "H", "H", "H", "H", "C", "H", "H", "O", "O", "F", "C", "F", "C", "C", "C", "C", "F", "H", "F", "H", "C", "H", "H", "H", "H", "H"],
  "coordinates": [[1.234, 2.774, 3.195], [4.611, 1.410, 0.007], [0.400, 1.759, -2.100], [5.198, 2.034, 1.613], [1.903, -4.158, -1.010], [-2.471, -3.760, 0.767], [-1.518, -3.207, -0.326], [0.993, -0.465, -4.569], [-2.859, 1.438, -0.794], [-2.606, -2.910, 1.435], [-1.356, -4.025, -1.538], [-2.271, -4.118, -2.124], [-3.051, 2.919, -0.489], [1.739, 1.984, -2.172], [0.466, -2.029, -5.168], [-2.360, -1.440, -4.519], [2.574, 0.444, 1.145], [-1.226, -1.615, 5.859], [-4.033, 3.108, -0.057], [0.553, -0.132, -0.402], [2.154, 2.962, -1.270], [0.146, -1.001, -4.998], [0.682, 3.393, 1.270], [1.506, -2.162, -1.999], [2.181, -2.785, -0.966], [2.029, 4.263, 2.682], [-0.989, -0.993, -4.038], [-3.307, -0.193, -1.913], [-2.289, -1.811, -5.542], [1.086, 3.717, 2.669], [4.276, -0.489, 3.367], [-0.930, -2.124, -0.260], [0.282, -1.834, 4.294], [-2.007, 0.793, -0.221], [-2.294, 3.303, 0.195], [-4.671, 0.816, -1.520], [1.498, -1.985, 2.562], [-3.651, 0.841, -1.904], [-0.180, -0.761, 2.190], [-3.434, 1.355, -2.840], [-1.943, 0.315, 2.155], [-0.600, -3.506, -2.128], [-0.216, -0.548, -5.921], [1.000, -2.433, 4.834], [-0.901, -1.400, 4.852], [0.891, 5.454, 0.538], [-3.428, -4.054, 0.336], [0.054, 4.325, -0.611], [-2.944, 3.329, -1.493], [-3.163, -0.707, -4.454], [4.810, 1.182, 1.054], [5.554, 0.407, 1.241], [-2.688, -2.243, -3.859], [0.523, 2.282, 0.870], [-0.809, -0.619, -2.881], [2.412, 0.857, -1.790], [-1.749, -0.578, 4.089], [3.479, -2.596, -1.125], [-1.330, -0.289, 2.808], [3.601, 0.717, 1.721], [0.201, 4.617, 0.429], [3.747, 0.446, 3.183], [1.797, -2.179, 0.205], [2.755, 0.352, 3.625], [2.062, 2.281, -3.461], [4.314, 1.248, 3.658], [0.613, -1.535, 2.988], [-0.731, 4.935, 0.895], [-0.998, -5.044, -1.395], [-2.033, -4.533, 1.398], [0.322, 4.301, 3.183], [-2.604, -0.105, 4.549]],
  "homo_lumo_gap_ev": [7.144, 2.960],
  "energy_ha": -2077.4307,
  "e_homo_ev": [-11.713, -11.713],
  "spin_multiplicity": 2,
  "total_charge": 1
}



6.
{
  "formula": "H12MnO6",
  "method": "the ωB97M-V functional and the def2-TZVPD basis",
  "elements": ["Mn", "H", "H", "H", "H", "H", "O", "O", "H", "H", "H", "H", "H", "O", "O", "O", "H", "O", "H"],
  "coordinates": [[-31.155, 1.453, -1.779], [-34.130, -0.501, -3.082], [-29.295, 4.132, 0.393], [-33.947, 2.335, 0.352], [-29.084, -1.315, -0.094], [-33.167, 1.711, 1.491], [-29.269, 3.393, -0.214], [-29.355, -0.902, -0.914], [-31.927, 4.722, -3.457], [-32.870, -0.818, -3.858], [-28.337, 3.241, -0.369], [-33.193, 4.030, -3.917], [-28.747, 0.973, -4.889], [-32.422, 3.908, -3.362], [-33.099, 1.944, 0.565], [-29.055, 1.566, -4.203], [-28.371, 2.233, -4.138], [-33.178, -0.407, -3.050], [-28.778, -1.282, -1.577]],
  "homo_lumo_gap_ev": [8.557, 8.664],
  "energy_ha": -1608.9669,
  "e_homo_ev": [-18.942, -18.931],
  "spin_multiplicity": 6,
  "total_charge": 2,
  "de_lowest_kcal_mol": 118.23
}



7.
{
  "formula": "C6H10O",
  "method": "the ωB97M-V functional and the def2-TZVPD basis",
  "elements": ["H", "H", "H", "H", "C", "C", "H", "O", "C", "H", "C", "H", "H", "C", "H", "C", "H"],
  "coordinates": [[-0.776, -0.541, 1.500], [0.486, -2.928, 0.726], [-0.690, 1.487, 0.994], [-0.382, 0.166, -2.680], [1.109, -0.418, 0.428], [-0.198, 0.381, -1.628], [2.089, -0.911, 0.494], [-0.295, -2.385, 0.889], [-1.088, 1.995, 0.121], [-1.388, 2.149, -1.931], [-0.919, 1.567, -1.135], [1.262, 0.613, 0.773], [-1.660, 2.899, 0.309], [0.650, -0.447, -1.005], [1.058, -1.262, -1.604], [0.136, -1.133, 1.378], [0.605, -1.232, 2.370]],
  "homo_lumo_gap_ev": 9.595,
  "energy_ha": -309.7979,
  "e_homo_ev": -8.779,
  "total_charge": 0,
  "smiles": "C=C/C=C\\CCO",
  "de_lowest_kcal_mol": 27.93
}



Number 6 is which compound?
H12MnO6



Number 7 is which compound?
C6H10O



Please write out number 2 again, unchanged.
{
  "formula": "C17H16ClNO3S",
  "method": "the ωB97M-V functional and the def2-TZVPD basis",
  "elements": ["C", "H", "C", "O", "H", "C", "H", "H", "H", "C", "H", "H", "H", "Cl", "C", "C", "H", "C", "H", "H", "C", "C", "C", "O", "C", "C", "N", "S", "C", "C", "C", "H", "O", "H", "C", "H", "H", "H", "C"],
  "coordinates": [[0.011, -1.589, -0.418], [-1.630, -0.066, -3.180], [2.195, -3.255, -0.325], [-2.184, -0.920, -1.657], [1.431, -3.904, 1.569], [-0.790, 1.996, -1.750], [2.608, -0.827, 2.732], [-1.879, 1.222, 2.876], [-1.547, 3.312, -4.459], [0.907, -1.586, -1.468], [2.720, -2.430, -2.231], [-0.517, 3.006, -1.435], [1.144, -1.200, 4.690], [2.202, 0.657, 0.363], [-1.226, 0.710, -3.825], [-0.650, 3.048, -3.895], [3.056, -3.906, -0.287], [1.160, 0.371, 1.716], [-1.095, -0.160, 4.768], [-0.351, 3.903, -3.294], [0.182, -2.417, 0.673], [0.796, -0.596, 3.866], [-0.524, 1.823, 0.596], [-0.490, 3.035, 0.726], [-0.106, 0.940, 1.730], [-0.903, 0.764, 2.854], [-0.909, 1.894, -3.065], [-1.435, -0.522, -0.484], [-0.871, 1.169, -0.662], [1.620, -0.397, 2.772], [-0.460, -0.013, 3.908], [-0.332, 0.341, -4.337], [-2.135, -0.628, 0.767], [0.742, -0.928, -2.306], [2.007, -2.426, -1.420], [-0.548, -2.384, 1.467], [-1.972, 0.959, -4.581], [0.147, 2.821, -4.607], [1.284, -3.255, 0.719]],
  "homo_lumo_gap_ev": 9.141,
  "energy_ha": -1796.2167,
  "e_homo_ev": -8.782,
  "total_charge": 0,
  "smiles": "CN(C)/C=C(/C(=O)c1ccccc1Cl)S(=O)(=O)c1ccccc1",
  "de_lowest_kcal_mol": 42.08
}